No. 1
Computed, not measured: C28H25Cl3IN5O2S2SbSe4W as an isolated structure, with the ωB97M-V functional and the def2-TZVPD basis.

Last column: Mulliken charge in e.
CARTESIAN COORDINATES (ANGSTROEM)
W  1.03  2.79  -1.54  0.58
N  4.14  3.06  0.24  -0.34
C  3.44  2.51  -0.74  0.48
O  2.37  1.85  -0.39  -0.33
C  3.56  2.73  -2.14  -0.64
I  1.32  5.29  -0.74  -0.11
H  4.00  2.69  1.17  0.27
H  5.06  3.43  0.05  0.26
H  3.26  1.95  -2.81  0.37
H  4.30  3.46  -2.46  0.33
S  0.01  -3.46  -3.67  -0.17
C  0.58  -1.88  -3.29  1.11
C  0.95  -0.90  -4.21  -1.04
C  1.30  0.35  -3.75  -0.34
N  1.32  0.70  -2.45  -0.04
C  1.00  -0.27  -1.56  -0.67
C  0.64  -1.54  -1.92  -1.19
C  0.36  -3.61  -5.41  0.35
C  1.67  -3.62  -5.87  -0.20
C  1.88  -3.80  -7.23  -0.35
N  0.88  -3.97  -8.09  -0.52
C  -0.37  -3.99  -7.64  -0.42
C  -0.68  -3.81  -6.29  -0.20
H  0.97  -1.10  -5.27  0.42
H  1.59  1.11  -4.47  0.51
H  1.07  -0.02  -0.51  0.83
H  0.41  -2.26  -1.16  0.73
H  2.51  -3.52  -5.19  0.46
H  2.88  -3.81  -7.64  0.40
H  -1.15  -4.15  -8.37  0.39
H  -1.71  -3.82  -5.96  0.42
Cl  -0.29  1.51  9.29  -0.16
C  -0.71  1.10  7.65  0.25
C  0.29  0.89  6.71  -1.01
C  -0.07  0.56  5.41  0.02
C  -1.40  0.44  5.03  -0.26
C  -1.79  0.05  3.62  0.03
C  -2.31  1.23  2.78  -1.39
N  -1.21  1.90  2.07  0.15
C  -0.27  2.73  2.63  -0.62
C  0.55  3.12  1.63  -0.85
N  0.13  2.53  0.45  0.49
C  -0.94  1.78  0.78  0.04
O  -0.73  -0.52  2.88  -0.28
C  -0.52  -1.90  3.17  -0.87
C  -1.73  -2.74  2.87  0.08
C  -2.43  -2.72  1.70  0.93
Cl  -2.09  -1.76  0.30  -0.17
S  -3.75  -3.82  1.68  -0.15
C  -3.36  -4.35  3.26  -0.42
C  -2.28  -3.70  3.77  -0.98
C  -2.37  0.67  6.00  0.54
Cl  -4.07  0.55  5.58  -0.17
C  -2.05  1.00  7.30  -0.72
H  1.33  0.98  7.00  0.43
H  0.70  0.37  4.67  0.46
H  -2.62  -0.66  3.67  0.81
H  -2.82  1.96  3.40  0.50
H  -3.01  0.86  2.04  0.42
H  -0.29  2.99  3.68  0.58
H  1.40  3.78  1.69  0.61
H  -1.51  1.13  0.13  0.19
H  -0.25  -2.03  4.22  0.36
H  0.33  -2.20  2.56  0.38
H  -3.96  -5.11  3.73  0.46
H  -1.88  -3.89  4.75  0.42
H  -2.82  1.16  8.04  0.48
Se  0.81  3.57  -3.80  0.01
Sb  0.26  4.47  -6.62  1.11
Se  -1.24  2.44  -2.12  0.17
Se  -0.10  6.72  -6.52  -0.10
Se  0.48  2.50  -7.77  -0.13

## Properties
* energy relative to the best compared isomer or geometry (same formula, charge and spin): 69.7 kcal per mole
* E_HOMO (spin up / spin down): -0.5315 / -0.5315 Eh
* net charge: +3

***

No. 2
Computed, not measured: a 2-piece molecular cluster, C2H9NOS overall, with the ωB97M-V functional and the def2-TZVPD basis.

Last column: Mulliken charge in e.
CARTESIAN COORDINATES (ANGSTROEM)
N  0.65  -0.65  0.69  -0.62
C  0.61  0.04  -0.61  -0.38
C  -0.38  -0.66  -1.53  -0.69
S  -1.00  0.38  -2.88  -0.22
H  1.53  -0.41  1.12  0.23
H  -0.09  -0.35  1.31  0.27
H  1.62  -0.08  -1.02  0.32
H  0.44  1.12  -0.56  0.32
H  -0.02  -1.62  -1.90  0.35
H  -1.23  -0.99  -0.94  0.33
H  0.18  0.44  -3.51  0.11
O  -0.57  0.67  3.04  -0.65
H  -0.98  1.52  2.79  0.31
H  -0.75  0.60  3.99  0.31

## Properties
* SMILES: NCCS.O
* energy relative to the best compared isomer or geometry (same formula, charge and spin): 3.3 kcal per mole
* E_HOMO: -0.3282 Eh
* net charge: 0

***

No. 3
Computed, not measured: an isolated molecule of C23H25N3O4, with the ωB97M-V functional and the def2-TZVPD basis.

Last column: Mulliken charge in e.
CARTESIAN COORDINATES (ANGSTROEM)
C  -2.64  2.19  4.48  -0.77
C  -2.76  3.07  3.51  0.04
C  -2.98  2.72  2.07  -0.93
N  -1.96  3.32  1.23  -0.05
C  -2.24  4.27  0.32  0.28
O  -3.36  4.66  0.08  -0.68
C  -1.03  4.81  -0.46  0.23
C  0.19  5.08  0.42  -0.91
C  0.99  3.78  0.38  0.38
O  1.85  3.46  1.16  -0.65
N  0.53  3.05  -0.68  0.23
C  1.04  1.81  -1.11  0.49
C  0.85  1.40  -2.43  -0.25
C  1.34  0.18  -2.86  -1.05
C  2.02  -0.65  -1.98  0.65
O  2.47  -1.84  -2.51  -0.58
C  3.30  -2.65  -1.72  -0.63
C  2.57  -3.38  -0.58  0.60
O  3.17  -3.74  0.41  -0.65
N  1.26  -3.56  -0.85  -0.01
C  0.27  -4.19  -0.08  0.64
C  0.54  -4.77  1.15  -0.60
C  -0.49  -5.37  1.85  -0.63
C  -1.77  -5.40  1.33  -0.57
C  -2.05  -4.82  0.10  0.65
C  -3.44  -4.87  -0.46  -1.45
C  -1.02  -4.21  -0.60  -0.56
C  2.20  -0.25  -0.67  -0.30
C  1.71  0.97  -0.24  -0.86
C  -0.51  3.74  -1.43  -1.16
H  -2.49  2.48  5.50  0.27
H  -2.70  1.13  4.29  0.25
H  -2.69  4.13  3.71  0.29
H  -3.93  3.13  1.72  0.39
H  -2.98  1.64  1.93  0.36
H  -1.00  3.05  1.42  0.20
H  -1.37  5.69  -0.99  0.43
H  0.81  5.87  0.00  0.34
H  -0.05  5.36  1.45  0.33
H  0.33  2.03  -3.14  0.41
H  1.20  -0.13  -3.88  0.44
H  3.70  -3.41  -2.40  0.35
H  4.14  -2.08  -1.30  0.42
H  0.94  -3.19  -1.74  0.14
H  1.54  -4.75  1.55  0.52
H  -0.29  -5.83  2.81  0.38
H  -2.57  -5.88  1.88  0.41
H  -3.53  -4.22  -1.33  0.34
H  -3.69  -5.88  -0.77  0.31
H  -4.17  -4.56  0.28  0.36
H  -1.22  -3.76  -1.56  0.29
H  2.71  -0.88  0.05  0.43
H  1.87  1.27  0.78  0.42
H  -0.09  4.21  -2.33  0.50
H  -1.29  3.04  -1.73  0.55

## Properties
* SMILES: C=CCNC(=O)[C@H]1CC(=O)N(c2ccc(OCC(=O)Nc3cccc(C)c3)cc2)C1
* energy relative to the best compared isomer or geometry (same formula, charge and spin): 39.6 kcal per mole
* E_HOMO: -0.3093 Eh
* net charge: 0

***

No. 4
Computed, not measured: a 2-piece molecular cluster, C28H58N5O5P overall, with the ωB97M-V functional and the def2-TZVPD basis.

Last column: Mulliken charge in e.
CARTESIAN COORDINATES (ANGSTROEM)
C  -2.99  1.14  -3.28  -0.78
C  -4.49  1.20  -3.00  -0.77
C  -4.99  0.00  -2.19  -0.61
C  -4.86  0.24  -0.68  -1.08
C  -4.81  -1.07  0.13  -1.46
C  -3.75  -1.06  1.26  1.83
C  -4.32  -1.10  2.70  -1.27
C  -3.77  0.06  3.54  -1.09
C  -2.42  -0.27  4.21  -0.26
C  -1.35  0.78  3.88  -1.21
C  0.04  0.22  3.61  -0.88
C  -0.01  -1.00  2.66  1.09
C  1.21  -1.09  1.74  -3.30
C  0.95  -1.62  0.27  1.48
N  -0.20  -0.84  -0.14  0.57
C  -0.62  -0.74  -1.54  -0.36
C  -1.98  -1.43  -1.74  -0.54
C  2.39  -1.36  -0.39  -0.62
C  2.60  -0.25  -1.39  -1.48
C  2.57  1.12  -0.75  0.43
O  3.13  1.37  0.31  -0.64
N  1.85  2.09  -1.50  0.30
C  2.72  2.47  -2.65  -1.07
C  1.59  3.28  -0.68  -0.94
N  3.01  -2.65  -0.72  -0.42
C  2.46  -3.49  0.30  -0.55
O  3.03  -4.25  1.05  -0.53
C  0.89  -3.17  0.28  1.90
C  0.30  -3.89  1.51  -2.29
C  -1.21  -3.69  1.74  -0.78
P  0.42  -4.20  -1.18  0.99
N  1.59  -5.18  -1.48  -0.96
O  0.11  -3.31  -2.48  -0.61
O  -0.98  -4.99  -0.94  -0.62
H  -2.41  1.28  -2.37  0.06
H  -2.74  1.96  -3.95  0.51
H  -2.71  0.22  -3.78  0.22
H  -4.67  2.10  -2.40  0.33
H  -5.05  1.31  -3.92  0.37
H  -6.05  -0.14  -2.40  0.53
H  -4.48  -0.90  -2.50  0.38
H  -3.97  0.83  -0.47  0.39
H  -5.73  0.82  -0.38  0.56
H  -4.61  -1.91  -0.53  0.39
H  -5.78  -1.26  0.58  0.75
H  -3.09  -0.20  1.13  0.12
H  -3.13  -1.94  1.12  -1.31
H  -4.03  -2.05  3.15  0.50
H  -5.40  -1.01  2.66  0.47
H  -4.50  0.37  4.30  0.44
H  -3.67  0.91  2.87  0.52
H  -2.12  -1.27  3.91  0.07
H  -2.60  -0.28  5.28  0.64
H  -1.63  1.39  3.03  0.37
H  -1.27  1.45  4.74  0.50
H  0.65  0.99  3.14  0.36
H  0.52  -0.10  4.54  0.38
H  -0.97  -1.00  2.16  -0.47
H  -0.01  -1.87  3.31  0.36
H  1.98  -1.68  2.22  0.57
H  1.58  -0.08  1.59  0.56
H  -0.07  0.10  0.21  0.49
H  -0.80  0.32  -1.75  0.73
H  0.10  -1.06  -2.28  0.24
H  -2.76  -0.72  -1.48  -1.52
H  -2.08  -2.26  -1.05  0.47
H  -2.16  -1.73  -2.78  0.77
H  3.01  -1.05  0.44  0.53
H  1.95  -0.25  -2.26  0.34
H  3.61  -0.37  -1.78  0.71
H  2.13  2.56  -3.56  0.33
H  3.52  1.76  -2.82  0.40
H  3.21  3.42  -2.47  0.36
H  2.49  3.77  -0.33  0.23
H  1.02  3.98  -1.29  0.42
H  0.98  3.00  0.18  0.22
H  2.88  -3.00  -1.66  0.46
H  0.51  -4.95  1.39  0.99
H  0.84  -3.58  2.40  0.39
H  -1.57  -2.85  1.15  -0.41
H  -1.46  -3.50  2.78  0.41
H  -1.79  -4.54  1.41  0.48
H  1.32  -6.15  -1.44  0.25
H  -0.84  -3.29  -2.63  0.31
H  -0.73  -5.74  -0.38  0.40
C  7.00  6.73  -0.75  -0.83
N  6.42  5.80  -1.70  -0.18
C  5.74  4.66  -1.45  0.82
C  5.54  4.27  -0.01  -1.10
O  5.31  3.98  -2.38  -0.66
H  6.57  7.72  -0.88  0.28
H  8.08  6.80  -0.91  0.28
H  6.83  6.40  0.27  0.32
H  6.52  6.00  -2.69  0.25
H  4.98  3.33  0.03  -0.03
H  6.50  4.12  0.48  0.48
H  4.97  5.03  0.52  0.37

## Properties
* SMILES: CCCCCCCCCCCCC[C@@]1(NCC)[C@H](CC(=O)N(C)C)NC(=O)[C@]1(CC)P(=N)(O)O.CNC(C)=O
* E_HOMO: -0.3114 Eh
* net charge: 0

***

No. 5
Computed, not measured: C11H13N2O6STl as an isolated structure, with the ωB97M-V functional and the def2-TZVPD basis.

Last column: Mulliken charge in e.
CARTESIAN COORDINATES (ANGSTROEM)
Tl  0.58  -0.24  -0.15  0.71
N  -3.47  1.08  0.31  -0.69
C  -4.37  -0.07  0.42  -0.42
C  -3.72  -1.48  0.37  0.51
O  -4.53  -2.43  0.48  -0.80
O  -2.48  -1.52  0.22  -0.60
H  -2.84  1.05  1.10  0.30
H  -2.84  0.87  -0.46  0.26
H  -5.11  -0.03  -0.39  0.21
H  -4.94  0.00  1.35  0.26
C  4.99  -4.45  2.08  -1.43
C  4.42  -3.06  2.17  1.01
C  5.23  -1.95  1.95  -0.57
C  4.71  -0.67  1.98  -0.46
C  3.35  -0.47  2.22  0.08
C  2.54  -1.57  2.47  -0.59
C  3.08  -2.85  2.44  -0.67
S  2.62  1.16  2.10  1.15
O  3.57  2.03  2.77  -0.78
O  1.30  1.01  2.71  -0.72
N  2.40  1.44  0.59  -0.54
C  3.54  1.42  -0.31  -0.60
C  3.66  0.15  -1.19  0.69
O  4.71  0.06  -1.86  -0.79
O  2.68  -0.66  -1.21  -0.66
H  5.91  -4.55  2.66  0.34
H  5.22  -4.72  1.05  0.28
H  4.28  -5.19  2.47  0.35
H  6.28  -2.09  1.72  0.31
H  5.35  0.18  1.81  0.33
H  1.49  -1.41  2.69  0.65
H  2.43  -3.70  2.63  0.28
H  4.50  1.56  0.19  0.23
H  3.46  2.25  -1.01  0.38

## Properties
* energy relative to the best compared isomer or geometry (same formula, charge and spin): 7.1 kcal per mole
* E_HOMO: -0.0841 Eh
* net charge: -2

***

no.,strongest force on any atom (eV Å⁻¹)
1,2.79
2,0.96
3,0.63
4,2.18
5,0.29